A molecular structure, C36H27CrIO2PS2. Source: OMol25; level of theory: ωB97M-V/def2-TZVPD.

Values from the calculation:
- ΔE to the lowest compared entry with this formula, charge and spin: 58.3 kJ/mol
- Gap between HOMO and LUMO (alpha / beta): 3.8 / 6.3 eV

```
! RIJCOSX wB97M-V def2-TZVPD def2/J DEFGRID3
* xyz -1 5
Cr -0.48 -0.26 -0.18
I 2.41 0.49 1.58
C 2.11 1.25 3.50
C 3.21 1.03 4.32
C 3.22 1.54 5.61
C 2.14 2.29 6.03
C 1.02 2.52 5.22
C -0.01 3.34 5.72
C -1.13 3.65 4.94
C -1.25 3.09 3.70
C -0.28 2.19 3.14
P -0.87 1.61 1.54
C -0.93 3.17 0.54
C 0.27 3.55 -0.05
C 0.35 4.72 -0.80
C -0.77 5.52 -0.96
C -1.96 5.15 -0.36
C -2.04 3.98 0.38
C -2.63 1.18 1.81
C -3.04 0.71 3.06
C -4.32 0.20 3.23
C -5.21 0.15 2.16
C -4.80 0.61 0.91
C -3.52 1.12 0.74
C 0.94 1.95 3.88
H 4.05 0.46 3.95
H 4.07 1.36 6.26
H 2.14 2.72 7.03
H 0.10 3.76 6.72
H -1.90 4.30 5.32
H -2.14 3.33 3.13
H 1.15 2.93 0.07
H 1.29 4.99 -1.26
H -0.71 6.43 -1.54
H -2.84 5.77 -0.47
H -2.99 3.70 0.83
H -2.35 0.75 3.89
H -4.63 -0.16 4.20
H -6.20 -0.26 2.29
H -5.48 0.55 0.07
H -3.21 1.45 -0.24
C 2.78 0.48 -2.86
C 1.39 0.65 -2.30
O 1.17 0.06 -1.22
C 0.41 1.45 -2.98
C 0.76 2.13 -4.17
C -0.12 2.95 -4.82
C -1.41 3.12 -4.27
C -1.79 2.48 -3.13
C -0.90 1.61 -2.44
O -1.31 1.04 -1.36
H 3.34 -0.16 -2.19
H 3.28 1.45 -2.94
H 2.73 0.04 -3.85
H 1.75 2.00 -4.58
H 0.16 3.47 -5.72
H -2.12 3.78 -4.76
H -2.78 2.61 -2.70
S -0.73 -1.79 1.49
C -1.34 -3.26 0.73
C -1.67 -4.36 1.52
C -2.13 -5.53 0.95
C -2.27 -5.62 -0.43
C -1.95 -4.53 -1.23
C -1.49 -3.34 -0.66
S -1.13 -1.95 -1.67
H -1.56 -4.28 2.60
H -2.38 -6.38 1.58
H -2.63 -6.53 -0.89
H -2.06 -4.58 -2.30
*
```


C3H4S in the gas phase in a non-equilibrium geometry. Source: OMol25; level of theory: ωB97M-V/def2-TZVPD.

Values from the calculation:
- ΔE to the lowest compared entry with this formula, charge and spin: 367.3 kJ/mol
- Gap between HOMO and LUMO: 9.2 eV

```
! RIJCOSX wB97M-V def2-TZVPD def2/J DEFGRID3
* xyz 0 1
C -0.54 0.37 -0.15
C -2.15 0.81 0.34
C 1.06 -0.21 0.31
S -1.96 -0.70 -0.40
H -0.24 0.75 -1.13
H 1.53 0.00 -0.68
H 0.81 -1.18 0.55
H 1.50 0.15 1.16
*
```


A molecular structure, C10H21BeNO9 in a non-equilibrium geometry. Source: OMol25; level of theory: ωB97M-V/def2-TZVPD.

Values from the calculation:
- ΔE to the lowest compared entry with this formula, charge and spin: 0.0 kJ/mol
- Gap between HOMO and LUMO: 3.6 eV

```
! RIJCOSX wB97M-V def2-TZVPD def2/J DEFGRID3
* xyz -2 1
Be -0.03 -0.24 -0.87
C 1.50 -2.71 -1.50
O 1.18 -2.14 -2.58
O 1.75 -3.93 -1.45
O 1.68 -1.97 -0.54
C -2.01 -0.29 -3.07
O -2.57 -0.72 -4.09
O -2.16 -0.86 -1.96
O -1.03 0.45 -3.09
C -2.27 -3.26 2.32
C -2.26 -2.48 1.01
O -0.97 -1.88 0.94
H -3.24 -3.76 2.44
H -2.20 -2.66 3.23
H -1.46 -3.98 2.41
H -3.03 -1.71 0.95
H -2.46 -3.23 0.24
H -0.31 -2.44 1.35
C 2.31 1.02 -2.84
O 1.75 1.39 -1.60
C 2.85 1.43 -0.68
C 2.37 1.95 0.67
N 1.47 0.83 1.17
C 0.66 1.48 2.11
C -0.54 2.33 1.56
O -1.27 1.31 0.96
C -2.56 1.66 0.49
H 2.99 1.74 -3.30
H 1.56 0.90 -3.63
H 2.91 0.12 -2.72
H 3.65 2.11 -0.94
H 3.41 0.49 -0.66
H 1.81 2.89 0.68
H 3.12 2.25 1.40
H 2.07 0.12 1.55
H 1.27 2.07 2.80
H 0.29 0.81 2.89
H -0.26 3.07 0.82
H -1.12 2.70 2.41
H -2.62 2.37 -0.33
H -3.21 2.02 1.29
H -3.04 0.74 0.16
*
```


2 unconnected molecules or ions with the total composition C3H5NOS in a non-equilibrium geometry. Source: OMol25; level of theory: ωB97M-V/def2-TZVPD.

Values from the calculation:
- Structure (SMILES): O/C=[NH+]/[S-].C#C
- ΔE to the lowest compared entry with this formula, charge and spin: 455.5 kJ/mol
- Gap between HOMO and LUMO: 7.3 eV

```
! RIJCOSX wB97M-V def2-TZVPD def2/J DEFGRID3
* xyz 0 1
O 1.51 0.87 0.16
C 0.80 -0.16 0.59
N 0.12 -0.16 1.67
S -0.85 -1.42 2.16
H 2.16 0.54 -0.58
H 0.75 -1.04 0.05
H 0.13 0.63 2.23
C -1.02 -0.41 -1.54
C -1.22 0.73 -1.32
H -0.69 -1.26 -2.09
H -1.69 1.68 -1.34
*
```


2 unconnected molecules or ions with the total composition C3H7ClS2Si in a non-equilibrium geometry. Source: OMol25; level of theory: ωB97M-V/def2-TZVPD.

Values from the calculation:
- ΔE to the lowest compared entry with this formula, charge and spin: 243.9 kJ/mol
- Gap between HOMO and LUMO: 7.8 eV

```
! RIJCOSX wB97M-V def2-TZVPD def2/J DEFGRID3
* xyz 0 1
C -1.37 1.37 0.48
C -0.64 1.59 -0.76
C 0.87 -2.60 0.21
Si 0.56 -0.73 0.23
S -0.37 0.41 1.72
S -0.26 -0.01 -1.56
Cl 3.07 1.19 -0.02
H -1.39 2.36 1.05
H -2.18 0.75 0.34
H -1.25 2.26 -1.44
H 0.38 2.23 -0.68
H -0.13 -3.07 0.14
H 1.29 -2.68 -0.79
H 1.42 -3.06 1.08
*
```


A molecular structure, C30H72F17N13O34S11 in a non-equilibrium geometry. Source: OMol25; level of theory: ωB97M-V/def2-TZVPD.

Values from the calculation:
- Gap between HOMO and LUMO: 8.2 eV

```
! RIJCOSX wB97M-V def2-TZVPD def2/J DEFGRID3
* xyz 2 1
C -2.28 5.23 -5.80
C -2.28 3.76 -5.80
O -1.66 2.99 -6.49
N -3.36 3.04 -5.00
H -3.24 2.10 -5.37
H -3.09 3.03 -3.99
C -4.65 3.66 -5.27
H -1.52 5.57 -6.54
H -2.05 5.67 -4.81
H -3.30 5.52 -6.12
H -4.70 4.59 -4.78
H -5.48 3.05 -4.97
H -4.76 3.84 -6.33
C -2.06 -3.82 -3.58
C -3.44 -4.32 -4.07
O -3.78 -4.79 -5.05
N -4.52 -4.12 -3.01
H -4.33 -3.29 -2.48
H -5.41 -4.00 -3.54
C -4.56 -5.35 -2.06
H -2.10 -3.12 -2.77
H -1.45 -3.48 -4.46
H -1.53 -4.73 -3.17
H -5.48 -5.28 -1.47
H -3.72 -5.33 -1.35
H -4.59 -6.20 -2.70
C -2.88 -0.07 7.14
C -1.53 0.68 6.69
O -0.64 1.02 7.42
N -1.45 0.76 5.30
H 1.05 -1.75 7.40
H -1.95 0.05 4.84
C -0.21 1.23 4.74
H -3.26 -0.70 6.33
H -3.69 0.64 7.40
H -2.61 -0.71 7.97
H 0.60 0.57 4.96
H -0.08 2.25 5.16
H -0.28 1.42 3.65
C -0.49 -5.88 2.91
C -1.38 -6.52 1.91
O -2.51 -6.10 1.71
N -0.91 -7.63 1.29
H -0.33 -6.53 0.02
H -0.12 -8.06 1.79
C -1.78 -8.53 0.58
H 0.60 -5.93 2.83
H -0.66 -6.40 3.86
H -0.72 -4.82 3.16
H -1.21 -9.41 0.30
H -2.26 -8.00 -0.27
H -2.71 -8.81 1.17
C 0.93 -1.45 -6.21
C 0.39 -0.50 -5.18
O -0.70 -0.47 -4.76
N 1.40 0.57 -4.78
H 1.07 1.03 -3.89
H 2.39 0.18 -4.51
C 1.51 1.55 -5.89
H 0.35 -2.38 -6.15
H 1.99 -1.59 -5.94
H 1.01 -0.94 -7.15
H 2.11 2.38 -5.49
H 0.51 1.87 -6.02
H 1.99 1.11 -6.75
C 4.05 -0.93 1.38
C 4.25 -2.23 0.72
O 4.38 -3.27 1.24
N 4.22 -2.25 -0.80
H 3.22 -2.16 -1.07
H 4.64 -1.38 -1.15
C 4.88 -3.39 -1.59
H 5.03 -0.40 1.29
H 3.77 -1.13 2.40
H 3.26 -0.28 0.87
H 5.91 -3.17 -1.85
H 4.36 -3.62 -2.52
H 4.85 -4.35 -1.00
C -3.07 1.12 2.68
C -3.39 -0.26 2.60
O -2.74 -1.19 2.84
N -4.84 -0.49 1.95
H -5.43 0.28 2.21
H -4.86 -0.40 0.91
C -5.47 -1.93 2.16
H -2.97 1.57 3.65
H -3.78 1.77 2.10
H -2.08 1.17 2.14
H -4.67 -2.58 2.47
H -5.92 -2.14 1.23
H -6.27 -1.82 2.91
C 2.07 5.10 5.07
C 3.24 4.28 5.65
O 3.24 3.81 6.72
N 4.20 3.86 4.54
H 3.66 3.80 3.72
H 4.77 4.69 4.49
C 4.95 2.64 4.62
H 2.09 5.32 3.98
H 1.84 6.02 5.64
H 1.21 4.49 5.31
H 4.22 1.86 4.67
H 5.52 2.72 5.53
H 5.44 2.61 3.66
C 1.09 5.30 -2.30
C 0.15 4.15 -2.19
O -0.72 3.75 -2.91
N 0.24 3.35 -0.87
H 1.08 2.73 -0.87
H 0.53 4.01 -0.08
C -1.01 2.63 -0.50
H 0.75 5.92 -3.16
H 2.17 5.13 -2.37
H 0.94 5.92 -1.37
H -1.16 1.88 -1.26
H -1.84 3.36 -0.43
H -0.83 2.24 0.48
C -4.42 0.72 -2.55
F -5.20 1.81 -2.67
F -3.99 0.56 -3.77
F -3.34 1.04 -1.79
S -5.14 -0.94 -1.87
O -5.84 -1.40 -3.01
O -3.97 -1.71 -1.57
O -5.91 -0.58 -0.67
C -0.54 -1.26 -0.90
F -0.05 -2.48 -0.69
F -1.42 -1.30 -1.86
F -1.24 -0.89 0.20
S 0.86 -0.17 -1.30
O 1.84 -1.06 -1.88
O 0.30 0.82 -2.29
O 1.11 0.44 0.01
C 1.50 -6.80 -2.62
F 1.09 -8.09 -2.68
F 2.76 -6.69 -2.97
F 0.69 -6.21 -3.48
S 1.37 -6.04 -0.99
O 2.08 -6.85 -0.07
O 1.70 -4.60 -1.15
O -0.27 -6.02 -0.87
N 4.86 5.33 2.10
S 6.08 6.15 2.79
O 5.97 5.74 4.20
O 6.30 7.51 2.46
F 7.28 5.22 2.25
S 4.35 5.51 0.69
O 4.32 6.74 0.02
O 3.05 4.98 0.44
F 5.27 4.66 -0.15
N -2.71 4.12 2.53
S -1.42 4.86 2.11
O -0.46 3.91 1.66
O -0.97 5.91 2.94
F -1.86 5.68 0.70
S -4.11 4.73 2.11
O -5.15 4.09 2.85
O -4.23 4.93 0.70
F -4.24 6.18 2.63
N 4.13 0.27 -3.81
S 4.44 1.52 -2.88
O 3.14 2.06 -2.66
O 5.53 2.27 -3.30
F 4.80 0.91 -1.58
S 5.20 -0.64 -4.57
O 6.31 -0.86 -3.75
O 5.49 -0.17 -5.86
F 4.43 -1.98 -4.91
N 1.44 -1.92 6.48
S 2.82 -0.98 6.07
O 2.84 -0.69 4.63
O 3.99 -1.40 6.77
F 2.22 0.35 6.77
S 0.99 -3.34 5.54
O -0.26 -3.72 5.95
O 2.16 -4.07 5.27
F 0.63 -2.55 4.18
*
```


- Number 5 is which compound?
  C3H7ClS2Si